{
  "formula": "C31H43Cl2N4NbO6PSSi",
  "method": "wB97M-V/def2-TZVPD",
  "symbols": ["H", "H", "C", "C", "H", "H", "C", "H", "N", "C", "H", "C", "H", "N", "H", "C", "H", "C", "H", "Nb", "C", "C", "C", "N", "O", "H", "H", "H", "Cl", "H", "H", "O", "H", "H", "C", "O", "H", "C", "H", "H", "H", "H", "C", "C", "N", "C", "H", "H", "S", "H", "O", "C", "H", "C", "H", "H", "H", "Si", "C", "H", "C", "C", "C", "H", "H", "O", "H", "H", "H", "Cl", "H", "H", "C", "H", "H", "O", "C", "H", "P", "C", "C", "H", "C", "C", "H", "C", "C", "C", "H", "C"],
  "coordinates": [[1.24, 0.95, 1.33], [5.03, 2.40, -1.20], [2.63, -0.40, -2.58], [-5.00, 1.64, 3.28], [-5.60, -1.29, -1.72], [8.73, -0.53, -2.23], [-5.23, 2.99, 3.21], [1.54, -5.23, 1.41], [-1.68, -2.17, 0.17], [-3.74, -0.29, 2.87], [1.44, 2.48, 3.19], [7.07, -1.92, -1.85], [1.44, -4.77, 4.38], [-1.53, 2.37, 4.31], [-6.73, 2.57, -1.82], [-3.80, 0.67, -3.23], [7.69, 2.49, -1.98], [-5.78, 2.51, -2.44], [7.72, -2.82, -1.74], [-1.04, -0.61, 1.30], [1.33, -3.72, 4.01], [7.65, -0.71, -2.12], [-0.22, 1.64, 4.28], [0.72, 0.69, 2.18], [-1.98, 1.29, 1.21], [-4.54, 4.83, 2.35], [1.99, -3.48, 0.73], [-1.80, -4.85, 1.81], [-6.31, 3.76, 4.34], [-1.22, -5.23, 3.55], [-1.37, 3.37, 4.16], [-2.75, -0.98, 2.27], [-2.95, -0.01, -2.94], [1.29, 0.06, 2.73], [-3.38, 3.23, 1.59], [-4.21, 1.19, -0.58], [-3.37, 1.66, -3.46], [4.69, 1.68, -1.95], [0.12, 0.90, -5.24], [0.39, 1.83, 5.15], [8.57, 1.50, -3.18], [-0.19, 2.54, 2.27], [-4.42, 3.75, 2.36], [-2.33, -2.66, -0.75], [3.53, -0.85, -1.61], [0.79, -0.34, -0.85], [-2.17, -3.84, 3.26], [-0.49, 0.59, 4.28], [-3.29, -3.21, -1.87], [-5.48, 1.00, 4.04], [-0.07, -1.97, 2.28], [5.70, -2.02, -1.78], [-6.86, -0.38, -2.59], [-1.37, -4.45, 2.79], [-5.98, 2.41, -3.49], [3.07, -1.25, -0.76], [-4.39, 0.22, -4.08], [0.25, -3.56, 2.48], [0.82, 0.53, -4.54], [5.08, -2.95, -1.85], [6.90, 0.47, -2.30], [4.92, -0.82, -1.76], [1.33, -0.17, -2.21], [-0.58, 0.71, -2.95], [0.62, -4.40, 0.06], [-0.43, 0.06, -0.62], [-1.97, 2.29, 5.21], [-4.43, -0.90, 3.51], [-6.69, -0.22, -0.80], [-2.41, 4.32, 0.67], [-5.23, 3.43, -2.10], [6.98, 2.24, -3.51], [3.06, -0.31, -3.94], [2.31, -3.35, 3.75], [4.65, 2.28, -2.91], [1.46, -0.92, 0.09], [2.19, 0.20, -4.88], [0.84, -3.05, 4.79], [-4.96, 1.05, -1.84], [7.61, 1.72, -2.77], [1.16, -4.22, 1.00], [4.10, -0.62, -4.13], [0.40, 0.32, -3.25], [0.49, 1.95, 2.93], [2.46, 0.28, -5.94], [-3.09, 1.81, 1.66], [-6.14, -0.33, -1.75], [5.56, 0.44, -2.02], [3.63, 1.49, -1.67], [-3.99, 1.02, 2.55]],
  "lowdin_charge": [0.098, 0.079, -0.210, -0.055, 0.012, 0.118, -0.637, 0.070, -0.109, -0.040, 0.135, -0.104, 0.049, 0.016, 0.072, -0.178, 0.094, -0.184, 0.122, 2.094, -0.168, -0.054, -0.224, -0.068, -0.215, 0.116, 0.049, 0.056, 0.696, 0.030, 0.085, -0.246, 0.039, 0.101, -0.588, -0.348, 0.049, -0.036, 0.088, 0.106, 0.066, 0.101, -0.086, -0.833, 0.073, -0.497, 0.033, 0.092, 0.740, 0.133, -0.494, -0.023, 0.070, -0.170, 0.052, 0.129, 0.070, 0.281, -0.072, 0.128, -0.233, -0.217, -0.073, 0.099, 0.025, -0.187, 0.074, 0.167, 0.057, 0.742, 0.074, 0.084, 0.001, 0.019, 0.105, -0.072, -0.037, 0.051, 0.517, -0.040, -0.169, 0.133, -0.002, -0.196, 0.109, -0.304, -0.177, -0.176, 0.076, -0.154],
  "e_above_lowest_kj_mol": 95.1,
  "orbital_gap_ev": 5.17,
  "homo_ev": -9.78,
  "charge": 1
}

=====

{
  "formula": "C31H43Cl2O7PPtSSi",
  "method": "wB97M-V/def2-TZVPD",
  "symbols": ["O", "H", "H", "C", "H", "H", "H", "H", "H", "H", "C", "H", "C", "H", "C", "Si", "H", "H", "C", "C", "P", "O", "C", "O", "C", "C", "H", "C", "C", "C", "H", "H", "C", "H", "H", "H", "H", "H", "H", "O", "O", "C", "C", "C", "Cl", "O", "C", "Pt", "C", "H", "H", "H", "C", "H", "C", "C", "H", "H", "C", "S", "H", "H", "H", "H", "H", "H", "H", "C", "H", "H", "H", "O", "H", "H", "C", "C", "C", "H", "C", "C", "H", "C", "C", "H", "C", "Cl", "H"],
  "coordinates": [[-2.21, 0.38, -2.94], [4.30, 3.95, 2.70], [2.13, 5.12, 2.79], [-0.45, -2.96, 3.61], [-3.20, -3.81, -0.37], [-4.40, 1.83, -3.45], [1.18, 4.02, -0.49], [-3.56, 2.87, 0.94], [1.09, 0.05, 3.81], [3.55, -0.62, 3.67], [5.96, -2.19, 1.08], [-5.07, 1.06, 0.08], [-4.53, 0.31, 0.67], [-0.14, -2.71, -2.21], [-3.07, 2.13, 1.58], [-1.73, -0.07, -1.44], [1.02, -2.75, 0.56], [-2.52, -4.86, -1.63], [3.89, -1.02, 1.59], [1.00, 3.39, 2.19], [2.29, -0.26, 1.12], [4.03, -0.15, -1.29], [4.23, -1.04, 2.94], [3.10, -2.35, -1.13], [-2.35, -0.26, 1.75], [6.29, -2.18, 2.43], [-4.54, -0.63, 0.13], [-3.53, -2.68, -2.89], [0.77, -0.90, 3.39], [-0.04, -1.74, 4.14], [-5.05, 0.18, 1.63], [-3.54, -1.73, -3.43], [4.77, -1.61, 0.67], [-1.03, 3.44, -3.73], [-2.33, 2.36, -5.60], [-2.46, -1.26, 1.33], [-0.11, 1.94, -3.42], [-1.44, -4.03, -0.49], [-1.02, 2.70, -2.10], [5.46, -2.13, -1.78], [-2.47, 0.94, -0.37], [2.29, 1.40, 1.79], [3.46, 2.08, 2.10], [-3.09, 0.76, 0.90], [2.64, 2.56, -1.59], [-2.28, -1.58, -1.16], [-2.29, -2.74, -2.00], [1.72, -0.41, -1.08], [2.17, 4.07, 2.52], [6.61, -2.63, 0.34], [-3.14, 0.81, -5.32], [7.22, -2.61, 2.76], [-0.07, -3.32, 2.32], [0.16, 1.55, 1.50], [0.73, -2.47, 1.57], [-3.53, 2.39, -3.12], [5.67, -1.61, 4.41], [-0.40, -4.27, 1.91], [3.39, 3.42, 2.46], [4.36, -1.58, -1.04], [-3.59, 2.09, 2.54], [-1.06, -3.63, 4.20], [-4.44, -2.75, -2.29], [-2.04, 2.45, 1.75], [-0.97, -3.76, -3.37], [1.49, 4.51, -2.18], [-1.37, 0.89, -5.36], [1.93, 4.14, -1.26], [-3.55, 2.46, -2.03], [-3.52, -3.50, -3.61], [0.04, 3.90, 2.23], [-0.13, 0.06, -1.39], [-1.01, -2.00, -3.58], [-0.34, -1.46, 5.14], [-2.27, 1.42, -5.06], [-1.02, -2.81, -2.85], [-1.02, 2.49, -3.18], [-1.29, -0.02, 1.75], [-2.25, 1.67, -3.56], [1.15, -1.26, 2.11], [4.41, 1.58, 2.05], [1.06, 2.07, 1.80], [-2.37, -3.94, -1.07], [-2.72, -0.25, 2.77], [5.42, -1.61, 3.35], [3.13, 5.32, -0.70], [-3.56, 3.39, -3.55]],
  "lowdin_charge": [-0.098, 0.112, 0.110, -0.068, 0.088, 0.090, 0.005, 0.089, 0.109, 0.110, -0.034, 0.089, -0.018, 0.070, -0.021, 0.022, 0.093, 0.090, -0.292, -0.077, 0.999, -0.466, -0.079, -0.422, -0.026, -0.053, 0.083, -0.022, -0.099, -0.074, 0.089, 0.077, -0.257, 0.090, 0.087, 0.084, 0.080, 0.072, 0.080, -0.278, -0.096, -0.360, -0.065, -0.640, 0.581, -0.102, -0.636, 0.917, -0.086, 0.118, 0.086, 0.111, -0.063, 0.092, -0.073, -0.023, 0.109, 0.106, -0.074, 0.449, 0.090, 0.108, 0.088, 0.066, 0.093, 0.021, 0.089, -0.997, 0.071, 0.089, 0.108, -0.426, 0.086, 0.108, -0.030, -0.028, -0.044, 0.060, -0.639, -0.348, 0.114, -0.094, -0.027, 0.097, -0.059, 0.527, 0.088],
  "orbital_gap_ev": [6.97, 6.95],
  "homo_ev": [-8.16, -8.11]
}

=====

Calculated total energy
In order: -3883.9566 -3802.6808
Unit: hartree